# 1
Computed, not measured: 2 unconnected molecules or ions with the total composition C7H10O at a distorted geometry, with wB97M-V/def2-TZVPD.

```
18
C7H10O wB97M-V/def2-TZVPD
C 0.6046 1.7846 -1.0622
C 0.2475 1.0847 0.2074
C 1.1323 0.0489 0.6222
C 0.9775 -0.5954 1.8228
C -0.2898 -0.5640 2.4281
C -1.2408 0.3176 1.9337
C -0.9667 1.1639 0.8421
H 1.6325 1.8601 -1.3933
H 0.1751 2.7945 -1.0900
H 0.0041 1.2839 -1.8348
H 1.9811 -0.1509 -0.0220
H 1.8088 -1.2040 2.1488
H -0.4950 -1.2188 3.2636
H -2.2052 0.3157 2.4231
H -1.7615 1.8612 0.6090
O -0.3736 -2.5747 -3.5942
H -0.0414 -3.3036 -4.0913
H -1.1895 -2.9037 -3.2129
```

Output
- SMILES = Cc1ccccc1.O
- multiplicity = 1
- relative energy (zero: lowest compared OMol25 entry of this formula, charge and spin) (kJ/mol) = 31.6
- gap between HOMO and LUMO (eV) = 9.66
- E_HOMO (eV) = -8.8
- LUMO energy (eV) = 0.9


# 2
Computed, not measured: 4 unconnected molecules or ions with the total composition C3H14O3 at a distorted geometry, with wB97M-V/def2-TZVPD.

```
20
C3H14O3 wB97M-V/def2-TZVPD
C -0.2263 -1.5108 -0.9668
C 0.9781 -2.1414 -1.6132
C 2.0390 -1.0649 -1.8475
H -1.1668 -2.0473 -1.1562
H -0.4293 -0.4897 -1.2874
H -0.2071 -1.5320 0.1215
H 0.7210 -2.6389 -2.5489
H 1.3826 -2.9119 -0.9619
H 3.0684 -1.2882 -2.1491
H 1.6680 -0.3447 -2.5826
H 2.1434 -0.4904 -0.9278
O -0.2022 2.0662 -0.1306
H 0.5334 1.5996 0.2864
H 0.1891 2.4033 -0.9475
O -3.4553 1.6135 1.1885
H -2.5881 1.3161 0.8664
H -3.3438 2.4156 1.7018
O 0.9614 0.3275 2.6862
H 0.5572 0.3235 3.5573
H 1.8799 0.0731 2.8068
```

Output
- SMILES = CCC.O.O.O
- multiplicity = 1
- relative energy (zero: lowest compared OMol25 entry of this formula, charge and spin) (kJ/mol) = 51.0
- gap between HOMO and LUMO (eV) = 11.44
- E_HOMO (eV) = -11.0
- LUMO energy (eV) = 0.5


# 3
Computed, not measured: a molecular structure, C24H60F6K4N3O28P4S6 at a distorted geometry, with wB97M-V/def2-TZVPD.

```
135
C24H60F6K4N3O28P4S6 wB97M-V/def2-TZVPD
K 4.8871 0.6158 2.5536
K 4.1879 -2.8099 -0.6944
K 1.6286 2.9469 3.1680
K 3.0609 0.0072 -3.4117
N 2.2497 0.5820 1.7382
S 1.4762 -0.8100 1.8616
O 2.1568 -1.9232 1.3078
O 0.0629 -0.7800 1.8020
F 1.7939 -0.9338 3.4243
S 1.7808 0.9595 0.1638
O 0.5010 1.5591 0.0930
O 2.1955 0.1132 -0.9028
F 2.7196 2.2511 0.1231
N 5.3351 -0.9090 -2.2489
S 6.5421 -1.2927 -3.1784
O 7.6742 -1.8688 -2.5679
O 6.6708 -0.4201 -4.2890
F 5.8487 -2.5671 -3.8769
S 6.1474 0.2360 -1.3096
O 7.1693 1.0482 -1.8232
O 6.2313 -0.2213 0.0423
F 4.8781 1.2176 -1.2521
N 5.3251 -4.0440 1.4445
S 4.9258 -3.5423 2.8903
O 4.6560 -2.1250 2.8045
O 5.4483 -4.1552 4.0499
F 3.4317 -4.1161 2.8929
S 6.9629 -3.5994 1.5387
O 7.7839 -4.6271 2.0444
O 7.2228 -2.2203 1.7645
F 7.2104 -3.7341 -0.0365
C -3.7095 -0.2639 1.7820
C -2.9542 1.0230 2.0584
O -3.3418 1.4586 3.3943
P -2.3190 2.1339 4.3704
O -1.2196 2.8384 3.6868
O -3.1856 3.0453 5.2737
C -4.1322 2.5217 6.2406
C -5.0134 3.6535 6.6965
O -1.8573 0.9914 5.3607
C -0.6607 0.2326 5.1380
C -0.3491 -0.6802 6.3122
H -3.3012 -0.7196 0.8794
H -3.6724 -0.9722 2.6069
H -4.7559 -0.0297 1.5785
H -1.8819 0.8471 2.0127
H -3.2752 1.8191 1.3914
H -4.7122 1.7388 5.7489
H -3.5910 2.0615 7.0659
H -5.6631 3.9941 5.8892
H -5.6465 3.4045 7.5463
H -4.4139 4.5158 6.9953
H -0.7998 -0.3816 4.2442
H 0.1725 0.9201 4.9579
H 0.6188 -1.1180 6.0688
H -0.2452 -0.1059 7.2321
H -1.1469 -1.4093 6.4188
C -0.9589 2.9385 -7.2272
C -0.5036 2.2312 -5.9676
O -1.3641 1.0869 -5.7311
P -1.0261 0.1002 -4.5661
O 0.3878 0.0667 -4.1528
O -2.0256 0.4649 -3.4018
C -1.5319 0.3124 -2.0479
C -1.3295 -1.1371 -1.6388
O -1.5950 -1.2778 -5.0550
C -0.9092 -2.0064 -6.1043
C -1.4795 -3.3883 -6.0879
H -0.1333 3.4627 -7.7050
H -1.3714 2.2308 -7.9446
H -1.7239 3.6651 -6.9586
H 0.5420 1.9241 -5.9916
H -0.5886 2.8994 -5.1097
H -0.6864 0.9685 -1.8842
H -2.3752 0.6836 -1.4594
H -0.2573 -1.2727 -1.4366
H -1.7538 -1.3780 -0.6680
H -1.6130 -1.8229 -2.4318
H -1.1105 -1.5020 -7.0525
H 0.1648 -1.9587 -5.9213
H -1.1177 -3.9446 -5.2198
H -2.5642 -3.3229 -5.9901
H -1.3055 -4.0238 -6.9547
C -1.7185 4.1062 -2.1095
C -0.2031 4.3020 -2.0185
O 0.3467 4.2570 -3.3316
P 1.8828 4.0795 -3.6184
O 2.4088 2.7717 -3.2087
O 1.8683 4.3584 -5.1452
C 3.0691 4.8025 -5.8246
C 3.5626 3.6992 -6.7368
O 2.6271 5.3036 -2.9815
C 3.0740 5.2532 -1.6138
C 3.6338 6.6071 -1.2486
H -2.2112 5.0659 -2.2423
H -1.9158 3.4955 -2.9918
H -2.0860 3.5611 -1.2433
H 0.0335 5.2601 -1.5472
H 0.2056 3.5250 -1.3648
H 2.8048 5.6756 -6.4172
H 3.8372 5.1089 -5.1163
H 3.5420 2.7064 -6.2855
H 2.9300 3.5946 -7.6223
H 4.5691 3.9192 -7.0907
H 2.2563 4.9582 -0.9487
H 3.8031 4.4422 -1.5238
H 3.9826 6.5894 -0.2162
H 4.4028 6.9043 -1.9566
H 2.8358 7.3511 -1.2884
C -2.6232 -6.2257 5.1073
C -3.9707 -5.5670 4.8895
O -3.9459 -4.5613 3.8588
P -3.7613 -4.9713 2.3331
O -4.5480 -6.1356 1.9527
O -4.1247 -3.6278 1.5873
C -5.5093 -3.3479 1.2818
C -6.2324 -2.7732 2.4814
O -2.2086 -5.0867 2.1009
C -1.3612 -3.9304 1.9612
C -0.3814 -3.8694 3.1117
H -2.5630 -6.6745 6.0971
H -2.4832 -7.0469 4.4010
H -1.8346 -5.4972 4.9299
H -4.7200 -6.3248 4.6616
H -4.2654 -5.0052 5.7735
H -5.5016 -2.6365 0.4595
H -5.9857 -4.2737 0.9599
H -5.7072 -1.8930 2.8519
H -7.2311 -2.4773 2.1510
H -6.3639 -3.5033 3.2766
H -0.8309 -4.0455 1.0163
H -1.9652 -3.0265 1.9248
H -0.8609 -3.6198 4.0575
H 0.1712 -4.8071 3.1959
H 0.3881 -3.1260 2.9124
```

Output
- multiplicity = 1
- total charge = +1
- gap between HOMO and LUMO (eV) = 7.72
- E_HOMO (eV) = -11.7
- LUMO energy (eV) = -4.0


# 4
Computed, not measured: 2 unconnected molecules or ions with the total composition C2HO4P at a distorted geometry, with wB97M-V/def2-TZVPD.

```
8
C2HO4P wB97M-V/def2-TZVPD
C -2.4084 0.7629 0.1974
C -2.0611 -1.6351 -0.3233
O -1.6586 0.9943 1.0389
O -3.1690 -2.0096 -0.3600
O -3.1245 0.6782 -0.6982
O -0.8788 -1.5393 -0.3078
P 0.3561 -0.7588 0.4991
H 0.7544 -0.4465 -0.7819
```

Output
- multiplicity = 1
- relative energy (zero: lowest compared OMol25 entry of this formula, charge and spin) (kJ/mol) = 257.2
- gap between HOMO and LUMO (alpha / beta) (eV) = 6.47 / 6.47
- E_HOMO (alpha / beta) (eV) = -6.9 / -6.9
- LUMO energy (alpha / beta) (eV) = -0.5 / -0.5


# 5
Computed, not measured: a molecular structure, C2H6MnO9 at a distorted geometry, with wB97M-V/def2-TZVPD.

```
18
C2H6MnO9 wB97M-V/def2-TZVPD
Mn -0.0369 -0.0511 0.1451
C 1.2275 0.4965 2.3843
O 1.6080 -0.3230 1.5600
O 0.0903 0.7928 2.1276
O 1.8811 0.9282 3.3419
C 0.2249 -0.9730 -2.3757
O 0.8978 -1.4763 -1.4973
O -0.6836 -0.2602 -2.0101
O 0.7693 -0.8871 -3.4735
O -1.0400 -1.7894 0.7173
H -0.9200 -2.2669 1.5382
H -1.2998 -2.4599 0.0855
O -1.9785 0.8188 0.0458
H -2.6978 0.4996 -0.4990
H -2.2847 1.6629 0.3773
O 1.2832 1.4182 -0.6929
H 1.5890 2.1618 -0.1735
H 1.3703 1.7078 -1.6011
```

Output
- multiplicity = 7
- total charge = -1
- gap between HOMO and LUMO (alpha / beta) (eV) = 4.99 / 3.92
- E_HOMO (alpha / beta) (eV) = -2.5 / -2.8
- LUMO energy (alpha / beta) (eV) = 2.5 / 1.1


# 6
Computed, not measured: H5NOSSi in the gas phase at a distorted geometry, with wB97M-V/def2-TZVPD.

```
9
H5NOSSi wB97M-V/def2-TZVPD
N -0.4004 -0.7914 1.0737
Si 0.5821 0.0488 -0.0743
O 1.8571 -0.7250 -0.7872
S -0.9789 0.7216 -1.8936
H -1.3810 -0.6219 0.9503
H -0.1771 -0.7529 2.0748
H 0.9843 1.4110 0.3674
H 2.2648 -1.1038 0.0152
H -0.4403 0.2665 -3.0384
```

Output
- SMILES = N[Si@@H](O)S
- multiplicity = 1
- relative energy (zero: lowest compared OMol25 entry of this formula, charge and spin) (kJ/mol) = 75.7
- gap between HOMO and LUMO (eV) = 9.28
- E_HOMO (eV) = -9.0
- LUMO energy (eV) = 0.3


# 7
Computed, not measured: a gas-phase ion, BrHNO2S (charge -1) at a distorted geometry, with wB97M-V/def2-TZVPD.

```
6
BrHNO2S wB97M-V/def2-TZVPD
N 0.5000 -0.6354 0.5903
O -0.7301 1.8159 0.6775
O -1.6753 0.2142 -0.9611
S -0.4653 0.9027 -0.4402
Br 2.1433 -0.7414 -0.2331
H 0.2273 -1.5559 0.3665
```

Output
- multiplicity = 1
- total charge = -1
- relative energy (zero: lowest compared OMol25 entry of this formula, charge and spin) (kJ/mol) = 13.3
- gap between HOMO and LUMO (eV) = 7.48
- E_HOMO (eV) = -3.9
- LUMO energy (eV) = 3.5


# 8
Computed, not measured: 6 unconnected molecules or ions with the total composition C29H61FN3O12 at a distorted geometry, with wB97M-V/def2-TZVPD.

```
106
C29H61FN3O12 wB97M-V/def2-TZVPD
N 1.1324 -4.3994 0.5830
C 0.2616 -3.5426 0.1046
C -0.3260 -3.6106 -1.4146
C -1.9266 -3.7461 -1.2260
C -2.9590 -2.6676 -1.6472
C -4.4611 -2.9636 -1.3382
C -4.8552 -4.2917 -0.6232
C -6.3697 -4.6851 -0.2266
C -7.4842 -3.8632 -1.0345
F -8.4884 -4.7957 -1.5179
N -3.8424 -5.2608 -0.2758
C -2.4250 -5.0620 -0.5318
O -1.5617 -6.1138 -0.1126
N -0.8898 -6.6864 -1.1743
O -1.5038 -7.5856 -1.6451
H 1.3549 -5.0571 -0.1898
H -0.1878 -2.7020 0.7529
H -0.0369 -2.6015 -1.8938
H 0.1193 -4.4732 -2.0197
H -2.5667 -1.7273 -2.1550
H -5.2677 -2.1991 -1.6175
H -6.4420 -5.8245 -0.3995
H -6.5533 -4.5224 0.8882
H -7.9892 -3.0839 -0.3483
H -7.0675 -3.3491 -1.9660
H -4.1251 -6.1436 0.1971
C 0.3412 0.6005 -1.7380
O 1.0228 -0.1346 -2.7476
C 1.4769 0.6987 -3.8146
C 2.9554 1.0446 -3.6613
O 3.1872 1.8392 -2.4989
C 3.6612 1.0700 -1.4000
H 0.2955 -0.0169 -0.8380
H 0.8486 1.5333 -1.4905
H -0.6797 0.8173 -2.0700
H 0.8667 1.6057 -3.8841
H 1.3450 0.1312 -4.7417
H 3.2658 1.6432 -4.5225
H 3.5739 0.1394 -3.6400
H 4.7274 0.8634 -1.5309
H 3.1181 0.1275 -1.2900
H 3.5241 1.6563 -0.4903
C -1.8995 6.0126 1.1340
O -0.8800 5.8559 2.1121
C -0.9269 4.5817 2.7509
C 0.0930 3.6185 2.1482
O -0.2144 3.3178 0.7855
C 0.5615 4.0852 -0.1266
H -1.6271 6.8509 0.4900
H -2.0167 5.1232 0.5126
H -2.8493 6.2408 1.6276
H -1.9380 4.1622 2.7057
H -0.6752 4.7429 3.8041
H 0.0511 2.6743 2.6992
H 1.1122 4.0141 2.2358
H 1.5644 3.6538 -0.2053
H 0.6379 5.1331 0.1750
H 0.0798 4.0410 -1.1048
C 2.5041 6.4007 4.4867
O 3.1860 5.6679 3.4767
C 3.6403 6.5017 2.4119
C 5.1192 6.8465 2.5652
O 5.3530 7.6395 3.7282
C 5.8267 6.8684 4.8250
H 2.4582 5.7818 5.3849
H 3.0117 7.3336 4.7363
H 1.4838 6.6179 4.1546
H 3.0305 7.4090 2.3434
H 3.5082 5.9353 1.4839
H 5.4299 7.4460 1.7045
H 5.7371 5.9407 2.5852
H 6.8927 6.6604 4.6928
H 5.2823 5.9265 4.9340
H 5.6912 7.4535 5.7356
C 2.1705 -4.7208 6.7395
O 2.4515 -5.3593 5.5006
C 1.5025 -5.0294 4.4889
C 2.0313 -3.9389 3.5610
O 2.2150 -2.7047 4.2570
C 3.5697 -2.4896 4.6329
H 3.0702 -4.7641 7.3562
H 1.8895 -3.6743 6.6112
H 1.3647 -5.2548 7.2529
H 0.5463 -4.7351 4.9358
H 1.3348 -5.9375 3.9002
H 1.2916 -3.7554 2.7807
H 2.9633 -4.2500 3.0745
H 4.1393 -2.1417 3.7657
H 4.0352 -3.3926 5.0363
H 3.5905 -1.7165 5.4023
C -3.1503 0.2869 -7.4031
O -2.4131 -0.9207 -7.5518
C -1.4945 -1.1347 -6.4841
C -2.0588 -2.1053 -5.4501
O -3.2079 -1.5632 -4.7946
C -4.4260 -2.0568 -5.3401
H -4.0200 0.2375 -8.0608
H -3.4989 0.4357 -6.3798
H -2.5284 1.1354 -7.7037
H -1.2132 -0.1839 -6.0181
H -0.5930 -1.5760 -6.9214
H -1.3015 -2.2727 -4.6774
H -2.2958 -3.0745 -5.9048
H -4.6190 -3.0629 -4.9539
H -4.4087 -2.0831 -6.4323
H -5.2337 -1.3954 -5.0228
```

Output
- multiplicity = 1
- total charge = +1
- gap between HOMO and LUMO (eV) = 5.29
- E_HOMO (eV) = -10.3
- LUMO energy (eV) = -5.0


# 9
Computed, not measured: a molecular structure, C21H38AsAuN3O5SSi3 at a distorted geometry, with wB97M-V/def2-TZVPD.

```
73
C21H38AsAuN3O5SSi3 wB97M-V/def2-TZVPD
Au 0.4035 0.6042 -0.1852
C -4.0954 -1.6490 -5.3540
C -3.3019 -1.8593 -4.0917
C -3.2132 -0.8577 -3.1259
C -2.4432 -1.0253 -1.9885
C -1.7629 -2.2267 -1.8138
C -1.8426 -3.2522 -2.7545
C -2.6157 -3.0552 -3.8853
S -0.7218 -2.4211 -0.4328
O -1.3992 -1.8687 0.7339
O -0.2834 -3.7846 -0.3879
N 0.5415 -1.4085 -0.5747
C 1.4417 -1.4952 -1.6650
C 1.7486 -2.6105 -2.4305
C 2.6851 -2.4428 -3.4358
C 3.2873 -1.2043 -3.6348
C 2.9046 -0.1546 -2.8278
N 1.9848 -0.3035 -1.8650
H -4.6600 -0.7190 -5.3207
H -4.7909 -2.4724 -5.5218
H -3.4275 -1.6072 -6.2164
H -3.7570 0.0697 -3.2640
H -2.3829 -0.2359 -1.2508
H -1.3192 -4.1837 -2.5867
H -2.6919 -3.8469 -4.6216
H 1.2823 -3.5648 -2.2311
H 2.9506 -3.2837 -4.0641
H 4.0369 -1.0578 -4.3995
H 3.3308 0.8338 -2.9384
O -1.6419 3.9213 0.1615
N -1.2493 2.8083 -0.0371
O 0.0715 2.5914 0.1304
O -1.9357 1.8498 -0.3875
C -1.7037 2.9494 3.1793
Si -0.1676 2.0519 3.6314
C 1.4193 2.7528 3.0075
C -0.0735 1.7609 5.4440
As -0.4396 -0.0432 2.1401
Si -2.3821 -1.0817 3.1756
C -3.8258 -0.6423 2.1298
C -2.5095 -0.2942 4.8367
C -2.0621 -2.8756 3.4350
Si 1.5249 -1.2927 2.7890
C 1.4443 -3.1124 2.4977
C 2.9822 -0.5137 1.9568
C 1.6830 -1.0106 4.6141
H -1.5461 3.5764 2.3047
H -2.0091 3.5949 4.0097
H -2.5270 2.2681 2.9602
H 1.3686 3.8475 3.0465
H 1.6059 2.4814 1.9733
H 2.2599 2.4268 3.6258
H 0.4587 2.6364 5.8375
H 0.4762 0.8762 5.7481
H -1.0618 1.7206 5.8967
H -3.8932 0.4393 1.9904
H -4.7497 -0.9836 2.6070
H -3.7502 -1.1063 1.1468
H -2.7375 0.7718 4.7980
H -1.6114 -0.4414 5.4391
H -3.3392 -0.7935 5.3521
H -1.7576 -3.3861 2.5245
H -2.9825 -3.3437 3.8016
H -1.2897 -3.0187 4.1956
H 0.9345 -3.4049 1.5811
H 0.9458 -3.6124 3.3311
H 2.4730 -3.4832 2.4391
H 2.8765 -0.4597 0.8704
H 3.8731 -1.1133 2.1713
H 3.1547 0.4984 2.3308
H 0.7568 -1.1972 5.1641
H 2.0309 -0.0028 4.8417
H 2.4365 -1.7167 4.9817
```

Output
- multiplicity = 1
- total charge = +1
- relative energy (zero: lowest compared OMol25 entry of this formula, charge and spin) (kJ/mol) = 0.0
- gap between HOMO and LUMO (alpha / beta) (eV) = 6.29 / 6.29
- E_HOMO (alpha / beta) (eV) = -11.7 / -11.7
- LUMO energy (alpha / beta) (eV) = -5.4 / -5.4


Look up the multiplicity of the third one. 1